Record 1
{"formula": "C25H44AlCl3N4O3Si", "method": "wB97M-V/def2-TZVPD", "symbols": ["C", "C", "H", "H", "H", "C", "C", "H", "H", "H", "H", "Al", "Cl", "Cl", "C", "O", "N", "C", "C", "H", "H", "H", "H", "H", "H", "H", "H", "H", "C", "C", "N", "H", "C", "O", "H", "H", "H", "H", "O", "C", "C", "C", "H", "C", "H", "C", "H", "C", "C", "H", "H", "H", "Si", "Cl", "C", "C", "C", "H", "H", "H", "H", "H", "H", "H", "H", "H", "C", "C", "C", "C", "N", "N", "C", "H", "H", "H", "H", "H", "H", "H", "H"], "positions_angstrom": [[2.873, -2.344, -6.784], [2.038, -1.570, -7.753], [2.227, -3.038, -6.218], [3.394, -1.666, -6.091], [3.640, -2.941, -7.312], [1.766, -2.079, -8.965], [2.069, -3.496, -9.353], [1.338, -1.491, -9.779], [1.573, -4.207, -8.670], [3.148, -3.739, -9.390], [1.676, -3.679, -10.362], [1.188, 0.056, -3.111], [2.081, 0.028, -1.096], [2.806, 0.467, -4.435], [0.300, 2.655, -2.827], [-0.018, 1.429, -3.061], [-0.611, 3.572, -2.563], [-2.022, 3.189, -2.539], [-0.251, 4.990, -2.521], [1.357, 2.959, -2.823], [-2.244, 2.458, -1.745], [-2.334, 2.763, -3.506], [-2.594, 4.102, -2.345], [0.581, 5.157, -1.816], [-1.145, 5.546, -2.211], [0.064, 5.314, -3.531], [-0.393, -3.503, 0.239], [-1.523, -3.252, -3.633], [-1.364, -3.357, -0.246], [-2.064, -3.287, -2.685], [-1.186, -2.808, -1.599], [-1.965, -2.725, 0.414], [-0.409, -1.747, -1.753], [0.073, -1.399, -2.913], [-2.968, -2.665, -2.766], [-0.154, -1.170, -0.855], [-1.845, -4.330, -0.334], [-2.371, -4.312, -2.462], [0.616, -0.345, -6.141], [1.554, -0.225, -7.231], [0.316, 0.534, -9.361], [1.208, 0.786, -8.317], [-0.217, -0.426, -9.404], [0.066, 1.514, -10.338], [2.412, 0.197, -6.697], [1.827, 2.047, -8.229], [-0.610, 1.266, -11.162], [0.696, 2.752, -10.255], [1.571, 3.016, -9.195], [2.497, 2.231, -7.397], [0.470, 3.513, -10.994], [2.058, 3.990, -9.133], [-1.229, -0.487, -6.513], [-1.127, -2.519, -6.720], [-2.305, -0.284, -8.107], [-1.163, 1.504, -6.535], [-2.213, -0.540, -4.861], [-2.142, 0.638, -8.660], [-3.346, -0.309, -7.775], [-2.149, -1.136, -8.782], [-1.648, -1.113, -4.132], [-3.192, -1.010, -5.020], [-2.394, 0.455, -4.435], [-1.029, 1.937, -7.528], [-0.304, 1.848, -5.955], [-2.065, 1.933, -6.083], [-0.320, 0.741, 4.302], [-0.951, 0.663, 2.966], [-2.239, 1.025, 2.561], [-2.324, 0.685, 1.180], [-1.182, 0.097, 0.781], [-0.365, 0.132, 1.871], [-3.479, 0.938, 0.302], [-0.540, 1.716, 4.754], [-0.727, -0.030, 4.970], [0.766, 0.612, 4.246], [-3.003, 1.481, 3.166], [0.606, -0.195, 1.781], [-4.312, 0.266, 0.569], [-3.825, 1.980, 0.416], [-3.209, 0.775, -0.751]], "e_lumo_ev": -0.01, "charge": 0, "e_tot_ev": -90788.9642, "multiplicity": 1, "e_above_lowest_kcal_mol": 99.6, "gap_ev": 6.40}


Record 2
{"formula": "C25H44BIN2O13P2", "method": "wB97M-V/def2-TZVPD", "symbols": ["C", "O", "B", "O", "C", "C", "C", "I", "C", "C", "C", "O", "N", "C", "C", "C", "C", "C", "O", "N", "C", "O", "H", "H", "H", "H", "H", "H", "H", "H", "H", "H", "H", "H", "H", "H", "C", "C", "O", "P", "O", "O", "C", "C", "O", "C", "C", "H", "H", "H", "H", "H", "H", "H", "H", "H", "H", "H", "H", "H", "H", "H", "C", "C", "O", "P", "O", "O", "C", "C", "O", "C", "C", "H", "H", "H", "H", "H", "H", "H", "H", "H", "H", "H", "H", "H", "H", "H"], "positions_angstrom": [[3.347, -2.455, 1.938], [2.507, -2.479, 0.755], [1.830, -1.196, 0.575], [2.621, -0.032, 0.324], [0.212, -1.120, 0.712], [-0.731, -2.299, 0.279], [-2.286, -2.235, 0.456], [-3.441, -3.967, -0.129], [-2.963, -0.973, 1.061], [-4.523, -0.776, 1.314], [-5.455, -1.052, 0.044], [-5.102, -0.993, -1.152], [-6.882, -1.438, 0.338], [-7.370, -0.667, 1.547], [-6.842, -2.865, 0.815], [-2.026, 0.184, 1.478], [-0.483, 0.126, 1.311], [0.105, 1.502, 1.868], [1.271, 1.894, 2.050], [-1.067, 2.369, 2.170], [-2.318, 1.588, 2.155], [-3.345, 2.077, 2.671], [4.398, -2.813, 1.619], [3.016, -3.187, 2.761], [3.448, -1.433, 2.436], [3.466, -0.263, -0.116], [-0.253, -3.235, -0.182], [-4.677, 0.339, 1.587], [-4.815, -1.362, 2.252], [-8.517, -0.733, 1.646], [-7.031, 0.430, 1.516], [-6.962, -1.121, 2.531], [-6.463, -3.574, -0.013], [-6.155, -3.024, 1.720], [-7.908, -3.207, 1.093], [-1.123, 3.063, 1.408], [7.798, 2.588, 6.722], [8.667, 1.346, 6.802], [8.037, 0.238, 6.177], [8.260, -0.041, 4.553], [9.784, -0.164, 4.638], [7.958, -1.671, 4.566], [8.937, -2.585, 4.084], [9.810, -3.089, 5.221], [6.556, 0.103, 4.427], [5.958, 1.330, 4.041], [6.713, 2.073, 2.958], [7.745, 2.956, 5.695], [8.206, 3.392, 7.341], [6.781, 2.375, 7.055], [9.652, 1.540, 6.373], [8.813, 1.081, 7.852], [9.534, -2.129, 3.290], [8.408, -3.429, 3.633], [10.141, -2.282, 5.878], [10.691, -3.606, 4.832], [9.251, -3.788, 5.848], [5.818, 1.956, 4.924], [4.957, 1.093, 3.672], [7.737, 2.309, 3.264], [6.204, 3.011, 2.718], [6.772, 1.470, 2.048], [-5.502, 0.042, -3.894], [-5.535, -0.601, -5.268], [-5.826, 0.356, -6.278], [-4.593, 1.201, -7.003], [-3.807, -0.010, -7.515], [-5.356, 1.552, -8.432], [-4.779, 1.150, -9.670], [-5.329, -0.197, -10.108], [-5.340, 2.632, -6.427], [-4.907, 3.241, -5.221], [-3.406, 3.214, -5.018], [-4.628, 0.691, -3.795], [-5.442, -0.715, -3.109], [-6.393, 0.649, -3.726], [-4.597, -1.122, -5.470], [-6.336, -1.345, -5.293], [-3.689, 1.136, -9.602], [-5.037, 1.905, -10.417], [-5.350, -0.922, -9.291], [-4.734, -0.611, -10.926], [-6.361, -0.092, -10.452], [-5.427, 2.781, -4.378], [-5.238, 4.282, -5.254], [-3.016, 2.191, -5.008], [-3.145, 3.687, -4.067], [-2.899, 3.752, -5.824]], "e_lumo_ev": -1.58, "charge": 0, "e_tot_ev": -83585.6644, "multiplicity": 1, "smiles": "COB(O)c1cc(I)c(CC(=O)N(C)C)c2c1C(=O)NC2=O.CCOP(=O)(OCC)OCC.CCOP(=O)(OCC)OCC", "gap_ev": 7.85}


Record 3
{"formula": "C25H44BIrN9O3P2S3", "method": "wB97M-V/def2-TZVPD", "symbols": ["Ir", "C", "C", "N", "N", "C", "B", "N", "C", "C", "C", "N", "N", "C", "C", "C", "N", "H", "H", "H", "H", "H", "H", "H", "H", "H", "H", "C", "N", "C", "N", "C", "N", "C", "P", "C", "C", "H", "H", "H", "H", "H", "H", "H", "H", "H", "H", "H", "H", "C", "C", "C", "O", "P", "S", "S", "O", "C", "C", "C", "H", "H", "H", "H", "H", "H", "H", "H", "H", "H", "H", "H", "H", "H", "O", "S", "C", "C", "C", "C", "H", "H", "H", "H", "H", "H", "H", "H"], "positions_angstrom": [[0.943, -0.906, -1.002], [2.393, -5.128, -1.289], [2.000, -4.025, -0.539], [1.615, -3.044, -1.349], [1.759, -3.474, -2.606], [2.222, -4.730, -2.600], [1.570, -2.563, -3.825], [0.169, -1.937, -3.798], [-0.747, -1.978, -4.770], [-1.803, -1.159, -4.416], [-1.433, -0.637, -3.185], [-0.248, -1.120, -2.823], [2.585, -1.412, -3.708], [3.531, -1.057, -4.588], [4.239, 0.005, -4.062], [3.639, 0.241, -2.830], [2.644, -0.617, -2.637], [2.770, -6.061, -0.926], [1.997, -3.905, 0.526], [2.399, -5.271, -3.506], [1.732, -3.165, -4.826], [-0.600, -2.579, -5.643], [-2.692, -0.951, -4.972], [-1.956, 0.058, -2.562], [3.659, -1.587, -5.510], [5.059, 0.534, -4.500], [3.907, 0.967, -2.089], [2.720, 3.206, 2.224], [2.414, 1.931, 2.845], [3.646, 1.189, 3.052], [4.374, 0.984, 1.816], [4.638, 2.270, 1.199], [3.424, 3.031, 0.968], [2.583, 2.463, -0.050], [2.017, 0.726, 0.389], [1.429, 1.187, 2.111], [3.699, 0.083, 0.920], [3.361, 3.771, 2.908], [1.793, 3.756, 2.050], [3.415, 0.221, 3.501], [4.283, 1.758, 3.736], [5.158, 2.116, 0.252], [5.275, 2.847, 1.875], [3.114, 2.468, -1.004], [1.686, 3.079, -0.163], [1.208, 0.260, 2.642], [0.510, 1.778, 2.012], [4.322, -0.071, 0.034], [3.555, -0.887, 1.406], [-4.159, 4.354, 1.961], [-3.785, 3.028, 2.603], [-4.966, 2.073, 2.659], [-2.649, 2.401, 1.969], [-2.407, 1.957, 0.464], [-0.891, 3.056, -0.273], [-1.881, 0.007, 0.425], [-3.833, 2.290, -0.178], [-4.365, 2.068, -1.486], [-3.464, 2.636, -2.571], [-4.720, 0.598, -1.661], [-4.872, 4.871, 2.599], [-4.616, 4.198, 0.989], [-3.280, 4.980, 1.844], [-3.407, 3.211, 3.617], [-5.365, 1.905, 1.662], [-5.748, 2.502, 3.281], [-4.665, 1.119, 3.084], [-5.297, 2.649, -1.469], [-2.497, 2.140, -2.584], [-3.291, 3.694, -2.386], [-3.938, 2.518, -3.541], [-3.835, -0.031, -1.689], [-5.277, 0.469, -2.583], [-5.342, 0.268, -0.829], [0.887, -1.617, 1.288], [0.594, -2.630, 2.350], [-0.901, -3.589, 1.909], [-1.294, -4.114, 3.277], [-1.251, -2.931, 4.264], [-0.440, -1.802, 3.633], [-0.656, -4.376, 1.203], [-1.627, -2.907, 1.468], [-0.569, -4.871, 3.584], [-2.269, -4.594, 3.263], [-0.787, -3.253, 5.194], [-2.258, -2.589, 4.505], [0.199, -1.291, 4.350], [-1.056, -1.068, 3.114]], "e_lumo_ev": [-1.64, -5.71], "charge": 1, "e_tot_ev": -100786.8790, "s2": 6.020, "multiplicity": 5, "gap_ev": [8.42, 4.72]}


Record 4
{"formula": "C25H44Br10N6O3S2", "method": "wB97M-V/def2-TZVPD", "symbols": ["N", "C", "C", "C", "C", "C", "N", "C", "C", "C", "S", "C", "S", "N", "C", "C", "O", "C", "C", "C", "N", "C", "N", "O", "N", "O", "H", "H", "H", "H", "H", "H", "H", "H", "H", "H", "H", "H", "H", "H", "H", "H", "H", "H", "H", "H", "H", "H", "H", "H", "Br", "C", "C", "Br", "H", "H", "H", "H", "Br", "C", "C", "Br", "H", "H", "H", "H", "Br", "C", "C", "Br", "H", "H", "H", "H", "Br", "C", "C", "Br", "H", "H", "H", "H", "Br", "C", "C", "Br", "H", "H", "H", "H"], "positions_angstrom": [[-3.239, 1.060, -0.017], [-3.510, -0.111, -0.504], [-3.563, -1.702, -0.987], [-3.155, -1.860, -2.590], [-1.717, -1.172, -2.977], [-1.797, 0.415, -3.393], [-3.209, 0.948, -3.578], [-2.568, -2.673, -0.116], [-1.965, -2.003, 1.253], [-0.552, -1.147, 0.988], [-0.062, -0.328, 2.635], [1.505, 0.715, 2.337], [2.490, 0.114, 1.041], [1.926, 1.914, 3.135], [0.805, 2.788, 3.613], [0.426, 4.052, 2.615], [0.808, 3.848, 1.209], [2.251, 3.587, 1.088], [2.899, 2.820, 2.419], [-5.166, -2.148, -0.829], [-5.609, -2.280, 0.613], [-5.506, -3.582, -1.565], [-5.596, -4.727, -2.202], [-5.979, -1.041, -1.433], [-6.616, -1.505, -2.523], [-6.778, -0.620, -3.355], [-3.031, -3.034, -2.760], [-4.048, -1.546, -3.312], [-0.929, -1.284, -2.101], [-1.305, -1.743, -3.940], [-1.189, 0.587, -4.384], [-1.216, 1.014, -2.539], [-3.568, 0.754, -4.561], [-3.129, 1.988, -3.433], [-1.703, -3.142, -0.781], [-3.233, -3.604, 0.224], [-2.756, -1.369, 1.872], [-1.655, -2.907, 1.960], [0.306, -1.849, 0.579], [-0.701, -0.291, 0.204], [1.180, 3.297, 4.626], [-0.198, 2.257, 3.880], [-0.748, 4.229, 2.653], [0.919, 5.031, 3.086], [2.376, 2.870, 0.142], [2.904, 4.536, 0.844], [3.950, 2.326, 2.188], [3.143, 3.708, 3.179], [-5.214, -1.522, 1.212], [-5.406, -3.235, 0.980], [-0.487, -5.105, -3.552], [-0.623, -5.624, -5.428], [-0.386, -4.443, -6.340], [-1.953, -3.284, -6.416], [-1.605, -6.086, -5.561], [0.152, -6.383, -5.569], [-0.229, -4.777, -7.369], [0.458, -3.819, -6.032], [1.388, 1.911, 6.697], [2.911, 2.128, 7.896], [2.879, 3.473, 8.584], [3.462, 4.894, 7.381], [3.813, 1.967, 7.299], [2.815, 1.319, 8.626], [3.587, 3.498, 9.417], [1.886, 3.751, 8.948], [-5.845, 3.463, -5.966], [-4.883, 5.152, -5.794], [-3.486, 4.933, -5.262], [-3.507, 4.604, -3.339], [-5.491, 5.803, -5.162], [-4.849, 5.563, -6.807], [-2.879, 5.834, -5.389], [-2.972, 4.086, -5.725], [5.914, 2.011, 1.471], [6.806, 1.041, 0.032], [6.951, -0.425, 0.369], [8.404, -0.716, 1.637], [7.761, 1.542, -0.147], [6.161, 1.174, -0.841], [7.229, -0.999, -0.519], [6.050, -0.861, 0.811], [5.906, -1.752, 4.142], [4.772, -3.321, 3.905], [5.021, -3.978, 2.567], [4.164, -2.984, 1.124], [3.739, -2.992, 4.042], [5.046, -3.995, 4.722], [4.567, -4.972, 2.536], [6.081, -4.059, 2.313]], "e_lumo_ev": -0.09, "charge": 0, "e_tot_ev": -763803.7722, "multiplicity": 1, "smiles": "N#C[C@@](CCCN)(CCCSC(=S)N1CCOCC1)[C@](N)(C#N)ON=O.BrCCBr.BrCCBr.BrCCBr.BrCCBr.BrCCBr", "gap_ev": 8.01}


Record 5
{"formula": "C25H44Cl36IN3O3P2", "method": "wB97M-V/def2-TZVPD", "symbols": ["C", "O", "C", "C", "C", "C", "C", "C", "C", "P", "C", "C", "C", "O", "C", "C", "N", "N", "N", "P", "O", "I", "H", "H", "H", "H", "H", "H", "H", "H", "H", "H", "H", "H", "H", "H", "H", "H", "H", "H", "H", "H", "H", "H", "H", "H", "H", "H", "H", "H", "H", "H", "H", "H", "C", "Cl", "Cl", "Cl", "H", "C", "Cl", "Cl", "Cl", "H", "C", "Cl", "Cl", "Cl", "H", "C", "Cl", "Cl", "Cl", "H", "C", "Cl", "Cl", "Cl", "H", "C", "Cl", "Cl", "Cl", "H", "C", "Cl", "Cl", "Cl", "H", "C", "Cl", "Cl", "Cl", "H", "C", "Cl", "Cl", "Cl", "H", "C", "Cl", "Cl", "Cl", "H", "C", "Cl", "Cl", "Cl", "H", "C", "Cl", "Cl", "Cl", "H"], "positions_angstrom": [[-4.706, 3.028, -0.861], [-4.911, 2.424, 0.380], [-3.730, 1.949, 0.966], [-3.203, 0.666, 0.361], [-4.104, -0.529, 0.573], [-4.006, -1.222, 1.951], [-2.704, -1.035, 2.675], [-1.509, -1.646, 1.915], [-0.276, -0.894, 2.385], [1.394, -1.436, 1.813], [2.180, -0.709, 3.424], [1.744, 0.694, 3.641], [2.156, 1.272, 4.930], [0.789, 0.881, 4.579], [2.511, -0.384, 0.769], [1.815, 0.541, -0.225], [1.463, -0.114, -1.464], [2.828, 1.624, -0.507], [0.657, 1.233, 0.282], [0.577, -2.644, 0.023], [0.160, -4.082, 0.716], [2.436, -3.378, -1.450], [-3.881, 3.735, -0.860], [-4.540, 2.304, -1.647], [-5.595, 3.573, -1.122], [-2.956, 2.700, 0.813], [-3.825, 1.865, 2.034], [-2.182, 0.534, 0.683], [-3.153, 0.835, -0.705], [-3.925, -1.284, -0.172], [-5.128, -0.205, 0.435], [-4.204, -2.277, 1.834], [-4.797, -0.833, 2.575], [-2.720, -1.415, 3.683], [-2.499, 0.021, 2.780], [-1.744, -1.465, 0.887], [-1.528, -2.690, 2.171], [-0.467, 0.134, 2.168], [-0.267, -0.987, 3.455], [1.909, -2.706, 2.302], [1.830, -1.251, 4.288], [3.258, -0.679, 3.366], [1.752, 1.343, 2.816], [2.193, 2.334, 5.033], [2.219, 0.645, 5.791], [3.101, 0.261, 1.386], [3.252, -0.953, 0.234], [0.806, 0.428, -1.999], [2.262, -0.404, -2.003], [2.378, 2.202, -1.210], [3.571, 1.165, -1.022], [-0.174, 1.073, -0.265], [0.830, 2.217, 0.395], [0.267, -4.018, 1.680], [6.098, -5.296, -1.784], [7.515, -6.211, -2.308], [6.170, -5.041, -0.043], [5.991, -3.800, -2.722], [5.218, -5.887, -1.994], [0.837, 5.322, -2.073], [0.391, 3.685, -2.564], [-0.052, 5.805, -0.632], [2.574, 5.440, -1.813], [0.563, 5.983, -2.884], [5.754, -4.749, 4.833], [6.316, -4.636, 3.171], [4.119, -5.404, 4.879], [6.827, -5.747, 5.833], [5.740, -3.754, 5.256], [-1.555, 7.683, -5.492], [-0.928, 9.292, -5.161], [-0.639, 6.464, -4.596], [-3.271, 7.585, -5.097], [-1.438, 7.481, -6.547], [-8.244, -0.939, 2.582], [-7.520, -1.308, 1.014], [-9.953, -1.376, 2.593], [-7.370, -1.767, 3.866], [-8.166, 0.125, 2.754], [2.055, 5.376, -7.717], [3.157, 5.955, -8.962], [2.638, 5.818, -6.113], [0.420, 5.997, -7.990], [2.015, 4.296, -7.774], [10.600, -4.313, 3.333], [9.384, -5.051, 4.374], [10.094, -2.697, 2.837], [12.170, -4.255, 4.138], [10.700, -4.921, 2.445], [-2.056, 1.514, -4.508], [-1.437, 1.090, -6.098], [-3.712, 0.952, -4.292], [-1.011, 0.847, -3.244], [-2.049, 2.593, -4.421], [-4.256, -5.562, 2.478], [-3.155, -4.664, 3.530], [-4.754, -7.066, 3.246], [-5.653, -4.574, 2.059], [-3.728, -5.808, 1.567], [2.544, 1.274, -6.277], [1.875, 2.099, -4.864], [1.278, 0.410, -7.143], [3.363, 2.424, -7.340], [3.275, 0.554, -5.937], [-1.844, -9.318, 2.428], [-3.239, -9.586, 1.384], [-0.561, -10.471, 2.066], [-1.254, -7.662, 2.266], [-2.154, -9.469, 3.452], [-3.406, 8.534, -1.430], [-2.329, 9.618, -0.551], [-3.755, 7.091, -0.477], [-4.895, 9.362, -1.883], [-2.906, 8.225, -2.336]], "e_lumo_ev": -0.02, "charge": 0, "e_tot_ev": -514732.7841, "multiplicity": 1, "gap_ev": 6.94}